{"formula": "C11H17Br3N2O4S", "method": "ωB97M-V/def2-TZVPD", "species": ["Br", "Br", "Br", "S", "O", "O", "O", "O", "N", "N", "C", "C", "C", "C", "C", "C", "C", "C", "C", "C", "C", "H", "H", "H", "H", "H", "H", "H", "H", "H", "H", "H", "H", "H", "H", "H", "H", "H"], "xyz": [[-0.7094, 6.6208, 2.8004], [0.7142, 6.7333, -0.0884], [-2.2023, 5.3978, 0.2197], [3.0680, -0.6169, -2.3002], [0.4888, 0.8607, 4.5833], [-0.5375, 2.4117, 3.0518], [-1.9469, 0.4913, 3.6897], [3.1831, 0.0245, -5.1121], [1.8068, 1.7226, -3.8266], [1.7756, 2.0856, -5.1645], [1.4600, -2.5788, -0.7936], [-0.4911, 5.7462, 1.0766], [-0.7966, -2.8147, 0.7612], [1.4580, -1.0295, -1.3860], [-1.6047, -0.7829, 2.9789], [-2.0104, -1.7682, 0.4230], [-0.6735, 1.2643, 3.7619], [2.5822, 1.0878, -5.9842], [2.6568, 0.4382, -3.8015], [-2.6236, -0.9607, 1.7086], [-0.0634, -3.2288, -0.6839], [1.1607, 0.4865, 3.9129], [-0.4709, -0.6995, 2.7019], [0.4897, -0.8150, -2.0302], [-1.2589, -3.7984, 1.2180], [-2.8797, 0.1389, 1.3297], [-2.9058, -2.4270, -0.0132], [2.1586, -3.2361, -1.4765], [-1.8555, -1.6498, 3.7421], [1.9506, -2.5072, 0.2779], [2.7340, 1.1171, -7.1446], [0.0754, -4.4012, -0.6383], [-0.7466, -2.9568, -1.6140], [-1.7539, -0.9928, -0.4265], [-0.0255, 4.7737, 1.2681], [0.0671, -2.3824, 1.4259], [1.3955, -0.3146, -0.4381], [-3.6690, -1.4398, 1.9908]], "largest_force_ev_per_a": 9.15, "energy_ev": -243805.1192}